# 1
Density functional theory data (ωB97M-V/def2-TZVPD) for C43H84BrN11O9S as an isolated structure in a non-equilibrium geometry.

Properties
HOMO-LUMO gap   2.0914 eV
Net charge   +2
Total energy   -161635.999 eV
Multiplicity   1
Energy above the lowest of the compared OMol25 structures with the same formula, charge and spin   0.0 kJ/mol
HOMO level   -9.476 eV

XYZ file:
```
149
Properties=species:S:1:pos:R:3:mulliken_charge:R:1
S 8.07 -4.36 -0.91 -0.23
C 8.26 -4.64 -2.69 -0.66
C 9.33 -3.69 -3.23 -0.58
C 8.92 -2.22 -3.52 -0.75
N 7.49 -1.92 -3.23 0.18
C 6.55 -2.10 -4.17 -0.32
C 5.23 -1.79 -3.92 -0.77
C 4.85 -1.28 -2.68 1.09
C 3.43 -0.94 -2.39 1.40
C 2.96 -0.89 -1.07 -0.86
C 1.64 -0.62 -0.81 -1.99
N 0.79 -0.41 -1.83 0.63
C -0.64 -0.16 -1.51 -0.88
C -1.37 -1.41 -1.02 -0.96
C -0.85 -2.72 -1.57 -0.74
Br -1.31 -2.92 -3.44 -0.15
C 1.20 -0.42 -3.11 -1.01
C 2.52 -0.68 -3.42 -0.69
C 5.85 -1.11 -1.72 -0.82
C 7.16 -1.43 -2.02 -0.31
H 6.81 -4.78 -0.76 0.17
H 7.30 -4.58 -3.20 0.36
H 8.63 -5.65 -2.84 0.46
H 10.13 -3.64 -2.49 0.36
H 9.76 -4.13 -4.12 0.34
H 9.49 -1.54 -2.90 0.35
H 9.08 -1.98 -4.57 0.38
H 6.87 -2.49 -5.13 0.43
H 4.51 -1.96 -4.71 0.44
H 3.62 -1.07 -0.23 0.50
H 1.20 -0.58 0.18 1.78
H -0.68 0.62 -0.75 0.57
H -1.12 0.24 -2.40 0.56
H -1.39 -1.47 0.07 0.33
H -2.40 -1.31 -1.36 0.52
H -1.34 -3.54 -1.05 0.54
H 0.22 -2.88 -1.46 0.35
H 0.49 -0.22 -3.89 0.75
H 2.80 -0.66 -4.46 0.44
H 5.65 -0.70 -0.74 0.44
H 7.95 -1.30 -1.30 0.47
C -6.64 -2.97 -6.07 -1.30
C -5.35 -2.52 -5.42 0.83
O -5.33 -1.86 -4.39 -0.66
N -4.19 -2.88 -6.03 0.03
C -3.99 -3.65 -7.24 -0.85
H -7.47 -2.60 -5.46 0.30
H -6.74 -2.57 -7.07 0.36
H -6.70 -4.06 -6.12 0.36
H -3.40 -2.53 -5.52 0.03
H -3.42 -4.55 -7.02 0.25
H -3.45 -3.08 -7.99 0.37
H -4.94 -3.95 -7.66 0.27
C 0.73 -0.79 4.39 -1.61
C 1.32 -0.22 3.13 0.86
O 0.90 -0.57 2.02 -0.62
N 2.30 0.70 3.25 -0.08
C 2.89 1.22 4.48 -0.93
H -0.04 -1.50 4.12 0.30
H 1.49 -1.30 4.98 0.44
H 0.28 0.00 4.99 0.38
H 2.64 1.07 2.37 0.19
H 2.74 2.30 4.54 0.31
H 3.96 1.02 4.50 0.31
H 2.44 0.75 5.34 0.36
C -0.94 4.94 -2.84 -1.25
C -0.50 3.73 -2.06 0.93
O -0.97 3.41 -0.98 -0.52
N 0.49 2.94 -2.58 -0.04
C 1.25 3.05 -3.81 -0.89
H -1.72 5.44 -2.28 0.15
H -0.11 5.63 -2.99 0.39
H -1.33 4.65 -3.81 0.38
H 0.71 2.18 -1.97 -0.09
H 1.09 2.15 -4.41 0.22
H 2.31 3.12 -3.56 0.28
H 0.99 3.90 -4.42 0.44
C -2.52 1.14 4.20 -1.35
C -2.61 0.94 5.70 0.79
O -2.41 -0.16 6.20 -0.69
N -2.91 2.02 6.46 -0.13
C -3.18 3.38 6.03 -0.43
H -2.29 0.18 3.75 0.21
H -3.46 1.50 3.79 0.53
H -1.74 1.85 3.96 0.39
H -2.94 1.81 7.44 0.24
H -2.46 4.07 6.48 0.27
H -4.18 3.69 6.33 0.11
H -3.11 3.46 4.95 0.07
C -7.92 2.08 10.16 -1.61
C -7.01 2.50 9.02 0.94
O -7.26 3.45 8.30 -0.30
N -5.89 1.76 8.82 0.01
C -5.41 0.60 9.55 -0.99
H -8.76 2.77 10.18 0.39
H -8.29 1.07 10.01 0.39
H -7.40 2.13 11.11 0.45
H -5.33 2.10 8.05 0.01
H -4.43 0.79 9.99 0.30
H -5.32 -0.26 8.89 0.31
H -6.10 0.35 10.35 0.40
C -1.24 -5.29 -10.89 -1.29
C -1.91 -3.93 -10.89 0.79
O -2.99 -3.75 -10.35 -0.64
N -1.28 -2.92 -11.53 -0.17
C -0.01 -2.96 -12.24 -0.82
H -1.88 -5.98 -10.34 0.29
H -1.11 -5.66 -11.90 0.38
H -0.27 -5.24 -10.40 0.35
H -1.78 -2.05 -11.51 0.23
H 0.70 -2.26 -11.79 0.27
H -0.14 -2.69 -13.29 0.29
H 0.42 -3.95 -12.19 0.31
C -4.80 6.29 2.71 -0.92
C -4.66 6.72 1.27 0.52
O -5.08 7.78 0.85 -0.66
N -4.01 5.86 0.44 -0.08
C -3.45 4.56 0.75 -0.40
H -5.33 7.08 3.25 0.27
H -5.37 5.37 2.81 0.31
H -3.82 6.16 3.17 0.32
H -3.94 6.20 -0.51 0.20
H -2.38 4.54 0.55 0.22
H -3.92 3.79 0.14 0.20
H -3.62 4.32 1.79 0.02
C -7.46 5.90 5.71 -1.10
C -7.26 4.46 5.31 0.83
O -6.54 4.14 4.37 -0.67
N -7.91 3.51 6.03 -0.08
C -8.80 3.70 7.16 -0.91
H -6.88 6.53 5.05 0.13
H -8.51 6.18 5.64 0.38
H -7.12 6.07 6.74 0.30
H -7.74 2.57 5.71 0.21
H -8.41 3.19 8.04 -0.07
H -9.79 3.30 6.94 0.39
H -8.89 4.76 7.40 0.25
C 12.50 -3.34 3.20 -1.34
C 11.33 -3.23 2.26 0.84
O 10.68 -2.20 2.14 -0.66
N 11.01 -4.32 1.51 -0.03
C 11.64 -5.63 1.48 -0.85
H 12.62 -2.39 3.71 0.29
H 12.33 -4.12 3.95 0.37
H 13.42 -3.57 2.66 0.37
H 10.21 -4.13 0.93 0.08
H 12.01 -5.85 0.48 0.27
H 10.93 -6.40 1.76 0.29
H 12.47 -5.66 2.17 0.34
```

---

# 2
Density functional theory data (ωB97M-V/def2-TZVPD) for a 10-piece molecular cluster, C43H85B2O24 overall in a non-equilibrium geometry.

Properties
HOMO-LUMO gap   5.2806 eV
Net charge   -1
Total energy   -96464.414 eV
Multiplicity   1
HOMO level   -3.710 eV

XYZ file:
```
154
Properties=species:S:1:pos:R:3:mulliken_charge:R:1
C -3.02 -0.87 4.55 -0.54
C -1.98 -0.85 3.67 -0.47
B -0.83 -1.99 3.61 1.39
O 0.61 -1.67 3.93 -0.70
C 1.26 -2.84 3.59 -0.47
C 0.37 -3.55 2.43 1.45
C -0.20 -4.92 2.92 -1.28
C 0.08 -6.08 1.99 -0.12
O -0.83 -7.22 2.18 -0.41
C -1.17 -7.49 3.44 0.13
O -0.42 -7.95 4.26 -0.50
B 1.42 -3.51 1.28 0.25
O 2.36 -4.54 1.12 0.18
O 1.46 -2.44 0.41 -0.89
O -0.72 -2.67 2.31 -0.94
H -2.81 -0.83 5.62 0.20
H -4.07 -0.98 4.28 0.11
H -1.96 -0.07 2.90 0.27
H -1.15 -2.86 4.47 -0.44
H 1.41 -3.50 4.46 0.19
H 2.25 -2.56 3.19 -0.04
H 0.15 -5.13 3.93 0.33
H -1.28 -4.77 2.98 0.42
H 1.09 -6.47 2.16 0.26
H -0.02 -5.81 0.94 0.10
H -2.22 -7.30 3.68 0.39
H 3.16 -4.41 1.64 0.20
H 2.19 -1.88 0.71 0.09
O 3.97 -1.28 1.57 -0.73
C 4.79 -0.59 1.04 0.97
O 4.42 0.14 -0.02 -0.38
C 5.26 1.12 -0.65 -0.43
C 6.15 0.45 -1.68 -0.55
C 6.23 -0.59 1.48 -1.27
H 5.82 1.70 0.08 0.39
H 4.58 1.81 -1.14 0.14
H 6.82 -0.27 -1.21 0.34
H 6.75 1.18 -2.22 0.13
H 5.54 -0.09 -2.40 0.20
H 6.77 -1.41 1.01 0.31
H 6.24 -0.73 2.56 0.33
H 6.75 0.34 1.27 0.34
O -6.24 -1.41 3.57 -0.57
C -7.03 -0.59 3.96 0.74
O -7.81 0.05 3.05 -0.38
C -8.89 0.91 3.43 -0.53
C -8.44 2.32 3.72 -0.74
C -7.11 -0.21 5.41 -1.03
H -9.45 0.47 4.26 0.35
H -9.55 0.91 2.57 0.31
H -7.76 2.35 4.58 0.30
H -9.30 2.95 3.94 0.34
H -7.91 2.74 2.87 0.22
H -6.34 0.54 5.61 0.25
H -6.90 -1.09 6.01 0.34
H -8.08 0.18 5.73 0.40
O -9.64 4.58 2.23 -0.54
C -9.18 5.66 1.98 0.79
O -8.56 6.34 2.96 -0.38
C -7.82 7.55 2.73 -0.42
C -8.71 8.77 2.73 -0.96
C -9.35 6.30 0.62 -0.81
H -7.24 7.47 1.81 0.38
H -7.11 7.60 3.55 0.32
H -9.45 8.74 1.93 0.27
H -8.12 9.67 2.62 0.35
H -9.26 8.83 3.67 0.30
H -10.33 6.79 0.58 0.28
H -9.32 5.51 -0.12 0.03
H -8.58 7.02 0.36 0.37
O 6.40 1.56 -4.46 -0.45
C 7.48 1.73 -4.97 0.78
O 7.82 2.98 -5.35 -0.39
C 9.14 3.32 -5.80 -0.42
C 9.32 3.04 -7.28 -0.97
C 8.41 0.58 -5.25 -1.11
H 9.89 2.83 -5.19 0.35
H 9.22 4.39 -5.61 0.34
H 9.22 1.98 -7.50 0.27
H 10.31 3.37 -7.61 0.36
H 8.57 3.57 -7.86 0.30
H 8.12 0.12 -6.20 0.29
H 8.28 -0.16 -4.46 0.28
H 9.46 0.85 -5.29 0.37
O 6.13 -10.27 -0.23 -0.58
C 5.10 -9.70 -0.01 0.72
O 4.18 -9.64 -0.99 -0.36
C 2.85 -9.13 -0.77 -0.67
C 2.78 -7.63 -0.89 -0.56
C 4.84 -8.99 1.30 -0.82
H 2.45 -9.49 0.18 0.40
H 2.25 -9.59 -1.55 0.33
H 3.39 -7.13 -0.13 0.15
H 1.76 -7.28 -0.78 0.23
H 3.16 -7.30 -1.86 0.35
H 5.28 -8.00 1.25 0.22
H 5.33 -9.56 2.09 0.33
H 3.79 -8.90 1.57 0.28
O -6.81 5.86 -3.25 -0.56
C -7.59 5.05 -3.65 0.73
O -8.46 4.50 -2.78 -0.35
C -9.55 3.67 -3.17 -0.36
C -9.13 2.22 -3.33 -1.04
C -7.58 4.57 -5.09 -0.96
H -10.04 4.06 -4.06 0.36
H -10.27 3.76 -2.35 0.33
H -8.40 2.10 -4.12 0.27
H -10.00 1.60 -3.56 0.37
H -8.68 1.86 -2.41 0.31
H -6.84 3.78 -5.18 0.26
H -7.29 5.40 -5.72 0.30
H -8.54 4.20 -5.44 0.32
O 6.53 0.13 5.08 -0.59
C 5.42 0.51 5.35 0.90
O 4.51 0.59 4.38 -0.25
C 3.11 0.85 4.60 -0.01
C 2.82 2.33 4.68 -1.18
C 5.06 0.99 6.74 -1.20
H 2.75 0.31 5.47 0.33
H 2.61 0.42 3.74 0.07
H 3.33 2.80 5.52 0.30
H 1.75 2.50 4.78 0.38
H 3.17 2.83 3.77 0.33
H 5.36 2.03 6.84 0.28
H 5.63 0.39 7.45 0.33
H 4.01 0.89 6.98 0.35
O 2.62 6.31 -4.72 -0.60
C 2.60 5.11 -4.66 0.58
O 1.41 4.49 -4.62 -0.38
C 1.25 3.06 -4.58 -0.38
C 1.33 2.58 -3.15 -0.52
C 3.87 4.30 -4.56 -0.63
H 1.96 2.56 -5.24 0.34
H 0.26 2.86 -4.99 0.34
H 2.31 2.79 -2.71 -0.02
H 1.15 1.51 -3.07 0.20
H 0.59 3.11 -2.55 0.33
H 4.17 4.24 -3.52 0.15
H 4.65 4.82 -5.12 0.37
H 3.80 3.30 -4.97 0.22
O 1.48 -0.11 -4.56 -0.56
C 1.42 -1.25 -4.19 0.68
O 0.20 -1.82 -4.09 -0.35
C 0.01 -3.21 -3.80 -0.73
C 0.02 -3.48 -2.31 -0.52
C 2.64 -2.02 -3.74 -0.74
H 0.74 -3.82 -4.34 0.37
H -0.97 -3.45 -4.21 0.37
H 0.98 -3.24 -1.86 0.06
H -0.19 -4.53 -2.11 0.34
H -0.73 -2.87 -1.81 0.30
H 2.84 -1.76 -2.70 0.07
H 3.48 -1.69 -4.35 0.34
H 2.56 -3.09 -3.84 0.33
```

---

# 3
Density functional theory data (ωB97M-V/def2-TZVPD) for a 8-piece molecular cluster, C43H86ClO11PSi overall in a non-equilibrium geometry.

Properties
HOMO-LUMO gap   9.2361 eV
Total energy   -98197.528 eV
Multiplicity   1
Energy above the lowest of the compared OMol25 structures with the same formula, charge and spin   0.0 kJ/mol
HOMO level   -9.331 eV
SMILES   CCCCCCCCCCCCCC[Si@@](CCCC(=O)OCC)(CC(=O)Cl)[PH2]=O.CC(C)=O.CC(C)=O.CC(C)=O.CC(C)=O.CC(C)=O.CC(C)=O.CC(C)=O

XYZ file:
```
143
Properties=species:S:1:pos:R:3:mulliken_charge:R:1
C 7.44 0.72 0.21 -1.29
C 8.43 1.31 -0.77 -0.50
C 7.84 2.01 -2.00 -0.99
C 6.43 2.55 -1.88 -0.21
C 6.35 3.86 -1.12 -0.62
C 5.17 4.71 -1.54 -1.23
C 3.83 4.01 -1.27 0.50
C 2.81 4.89 -0.58 -0.84
C 1.68 4.10 0.04 -0.09
C 0.46 4.00 -0.86 -0.87
C -0.42 5.23 -0.80 -0.74
C -1.19 5.37 0.51 -0.92
C -2.67 5.03 0.42 -0.93
C -2.97 3.58 0.77 -0.27
Si -4.70 3.04 0.32 -0.25
C -4.78 2.30 -1.42 0.61
C -5.47 3.15 -2.47 -0.71
C -5.67 2.38 -3.77 -0.78
C -7.11 2.05 -3.97 0.33
O -7.98 2.93 -4.01 -0.58
O -7.41 0.73 -4.13 -0.40
C -7.55 0.02 -2.89 -0.19
C -6.39 -0.90 -2.62 -0.64
C -5.22 1.69 1.56 -0.68
C -6.44 0.97 1.16 0.25
O -6.54 0.02 0.30 -0.42
Cl -7.92 1.55 1.99 -0.18
P -6.14 4.78 0.63 0.48
O -5.61 5.77 1.61 -0.67
H 7.93 -0.03 0.81 0.54
H 6.64 0.20 -0.30 0.45
H 7.03 1.46 0.89 0.12
H 9.02 0.48 -1.12 0.34
H 9.10 1.95 -0.23 0.43
H 8.49 2.81 -2.29 0.40
H 7.87 1.29 -2.81 0.27
H 5.77 1.82 -1.46 -0.12
H 6.05 2.73 -2.88 0.64
H 6.31 3.71 -0.05 0.19
H 7.26 4.42 -1.30 0.46
H 5.27 4.92 -2.60 0.47
H 5.18 5.64 -1.00 0.53
H 3.97 3.09 -0.73 -0.45
H 3.40 3.73 -2.22 0.15
H 2.43 5.60 -1.30 0.33
H 3.31 5.45 0.19 0.45
H 1.39 4.54 0.98 0.57
H 2.01 3.10 0.28 -0.29
H 0.80 3.88 -1.88 0.38
H -0.12 3.13 -0.62 0.24
H 0.16 6.12 -0.98 0.41
H -1.14 5.16 -1.60 0.51
H -1.13 6.40 0.84 0.33
H -0.74 4.79 1.30 0.44
H -3.01 5.27 -0.58 0.29
H -3.24 5.67 1.08 0.51
H -2.26 2.94 0.27 0.11
H -2.81 3.44 1.82 0.53
H -5.30 1.36 -1.34 -0.83
H -3.77 2.09 -1.73 0.66
H -4.86 4.02 -2.68 0.27
H -6.42 3.50 -2.13 0.52
H -5.37 2.97 -4.62 0.40
H -5.06 1.49 -3.78 0.51
H -7.64 0.74 -2.09 0.19
H -8.47 -0.52 -2.94 0.42
H -6.29 -1.59 -3.44 0.55
H -6.53 -1.44 -1.70 -0.05
H -5.48 -0.33 -2.58 0.03
H -4.43 0.96 1.67 0.38
H -5.38 2.18 2.50 0.57
H -6.48 5.34 -0.62 0.07
H -7.34 4.18 1.05 0.01
C -8.96 -4.75 -1.15 -0.92
C -7.64 -4.41 -0.52 0.91
O -6.59 -4.77 -1.00 -0.58
C -7.69 -3.60 0.75 -0.88
H -8.80 -5.34 -2.05 0.34
H -9.56 -5.33 -0.44 0.10
H -9.50 -3.84 -1.40 0.29
H -8.26 -4.13 1.51 0.43
H -8.17 -2.64 0.57 0.26
H -6.68 -3.42 1.12 0.08
C -3.64 -2.42 0.29 -0.69
C -2.43 -2.57 1.16 0.67
O -1.37 -2.05 0.88 -0.49
C -2.59 -3.40 2.41 -1.17
H -3.40 -1.80 -0.57 0.22
H -3.98 -3.40 -0.06 0.45
H -4.46 -1.95 0.85 0.05
H -2.89 -4.42 2.14 0.34
H -3.36 -2.98 3.05 0.32
H -1.64 -3.44 2.95 0.31
C 8.36 1.24 4.32 -1.12
C 9.66 1.38 3.55 0.90
O 9.73 2.04 2.55 -0.53
C 10.85 0.64 4.11 -1.18
H 7.58 1.81 3.81 0.24
H 8.06 0.19 4.36 0.31
H 8.48 1.61 5.33 0.41
H 10.65 -0.43 4.15 0.32
H 11.07 0.99 5.12 0.34
H 11.72 0.82 3.48 0.32
C 9.00 -3.60 -1.84 -0.84
C 9.12 -2.48 -2.84 0.82
O 8.62 -1.39 -2.65 -0.48
C 9.90 -2.77 -4.10 -1.24
H 8.42 -3.27 -0.99 0.04
H 8.51 -4.46 -2.30 0.35
H 9.99 -3.91 -1.50 0.37
H 9.44 -3.60 -4.64 0.35
H 10.92 -3.05 -3.85 0.33
H 9.91 -1.89 -4.74 0.31
C -12.83 -6.06 1.21 -1.08
C -11.58 -6.27 2.03 0.79
O -10.51 -5.80 1.69 -0.48
C -11.72 -7.09 3.29 -1.14
H -12.60 -5.45 0.34 0.26
H -13.23 -7.02 0.89 0.34
H -13.58 -5.55 1.81 0.34
H -12.08 -8.09 3.04 0.33
H -12.43 -6.62 3.96 0.34
H -10.75 -7.17 3.78 0.28
C 5.58 -4.72 0.14 -0.91
C 6.63 -4.85 1.21 0.95
O 7.72 -4.33 1.11 -0.54
C 6.25 -5.65 2.43 -1.23
H 5.97 -4.12 -0.68 0.17
H 5.31 -5.71 -0.24 0.35
H 4.69 -4.24 0.54 0.25
H 5.99 -6.67 2.14 0.34
H 5.38 -5.21 2.91 0.31
H 7.08 -5.67 3.13 0.31
C 3.71 0.55 1.27 -0.65
C 3.12 -0.82 1.48 0.68
O 3.73 -1.69 2.04 -0.61
C 1.72 -1.02 0.97 -1.16
H 4.72 0.59 1.67 0.15
H 3.75 0.77 0.20 0.09
H 3.09 1.31 1.76 0.43
H 1.69 -0.84 -0.11 0.38
H 1.03 -0.32 1.45 0.30
H 1.38 -2.03 1.17 0.35
```

---

Which of these has the lowest HOMO-LUMO gap? C43H84BrN11O9S